[1]
Here is a cluster of 9 separate species, C32H36Cl8F4O3 in total in a non-equilibrium geometry from the Open Molecules 2025 dataset. Energies are from wB97M-V/def2-TZVPD.

```
83
Properties=species:S:1:pos:R:3:mulliken_charge:R:1
C 0.33 6.36 6.73 -1.300
C -0.77 6.22 5.62 -0.094
O -1.01 4.81 5.46 -0.259
C -2.15 4.53 4.72 0.729
O -3.10 5.29 4.40 -0.575
O -2.03 3.20 4.47 -0.301
C -3.12 2.58 3.79 -0.642
H 1.17 5.70 6.50 0.328
H -0.09 5.97 7.66 0.336
H 0.61 7.38 6.98 0.391
H -0.36 6.81 4.80 0.292
H -1.59 6.71 6.13 0.259
H -4.02 2.95 4.28 0.294
H -3.06 1.49 3.78 0.273
H -3.16 2.71 2.71 0.270
F -5.38 -6.50 -7.30 -0.285
C -4.09 -6.48 -7.30 0.311
C -3.40 -6.39 -6.06 -0.339
C -1.98 -6.51 -6.04 -0.419
C -1.28 -6.70 -7.24 -0.482
C -1.96 -6.73 -8.43 -0.288
C -3.33 -6.61 -8.48 -0.332
H -3.88 -6.23 -5.10 0.402
H -1.51 -6.63 -5.07 0.389
H -0.20 -6.68 -7.27 0.341
H -1.34 -6.86 -9.30 0.338
H -3.76 -6.59 -9.48 0.365
F -2.86 -2.98 -1.62 -0.295
C -2.41 -1.73 -1.21 0.311
C -3.10 -0.61 -1.56 -0.289
C -2.67 0.62 -1.12 -0.484
C -1.39 0.78 -0.49 -0.440
C -0.64 -0.39 -0.10 -0.701
C -1.21 -1.64 -0.44 -0.387
H -3.98 -0.81 -2.15 0.414
H -3.27 1.48 -1.38 0.390
H -1.17 1.81 -0.27 0.524
H 0.25 -0.27 0.50 0.474
H -0.66 -2.54 -0.22 0.483
F 4.83 7.53 0.83 -0.298
C 3.55 7.09 0.83 0.496
C 3.23 5.98 1.62 -0.500
C 1.94 5.57 1.58 -0.323
C 0.95 6.27 0.85 -0.630
C 1.30 7.37 0.00 -0.386
C 2.60 7.82 0.08 -0.400
H 3.94 5.49 2.28 0.414
H 1.63 4.70 2.15 0.427
H -0.03 5.84 0.78 0.450
H 0.60 7.88 -0.64 0.388
H 2.99 8.57 -0.59 0.361
F 4.42 -6.33 4.71 -0.294
C 4.65 -5.84 3.50 0.163
C 3.59 -5.84 2.58 -0.236
C 3.75 -5.47 1.25 -0.588
C 4.93 -4.94 0.83 -0.329
C 6.06 -4.94 1.78 -0.481
C 5.86 -5.47 3.04 -0.199
H 2.62 -6.15 2.96 0.425
H 2.88 -5.45 0.60 0.389
H 5.10 -4.48 -0.13 0.421
H 7.02 -4.53 1.49 0.378
H 6.67 -5.54 3.74 0.355
Cl -1.89 -6.14 2.63 -0.156
C -2.37 -6.90 1.06 -0.225
Cl -0.95 -7.22 0.03 -0.144
H -2.93 -7.82 1.18 0.314
H -2.97 -6.15 0.54 0.214
Cl -7.82 6.86 -0.01 -0.168
C -6.32 6.66 0.97 -0.230
Cl -5.11 5.84 -0.01 -0.130
H -5.94 7.66 1.19 0.268
H -6.61 6.07 1.84 0.260
Cl 4.76 0.13 -0.14 -0.129
C 5.27 1.41 -1.15 -0.268
Cl 4.01 2.05 -2.19 -0.153
H 5.57 2.19 -0.45 0.291
H 5.98 1.06 -1.89 0.257
Cl 3.63 -1.84 -4.14 -0.153
C 1.89 -1.70 -4.01 -0.085
Cl 1.11 -1.29 -5.52 -0.161
H 1.48 -2.63 -3.62 0.239
H 1.69 -0.86 -3.34 0.155
```

Calculated values
- Kohn-Sham gap: 0.341 Eh
- ΔE to the lowest compared entry with this formula, charge and spin: 210.1 kJ/mol


[2]
Here is a structure of composition C32H36IrN9 from the Open Molecules 2025 dataset. Energies are from wB97M-V/def2-TZVPD.

```
78
Properties=species:S:1:pos:R:3:mulliken_charge:R:1
Ir -0.25 -0.69 -0.44 2.496
C -2.57 -0.14 1.42 -1.339
N -2.43 -0.54 -0.01 -0.759
C -3.06 0.40 -0.98 -1.122
C -2.02 1.30 -1.56 0.557
N -0.73 0.98 -1.55 0.571
C -0.06 2.05 -2.18 0.326
C 1.29 2.29 -2.43 0.065
C 1.62 3.46 -3.08 -1.090
C 0.64 4.38 -3.49 -0.642
C -0.70 4.16 -3.24 -1.120
C -1.02 2.98 -2.58 0.436
N -2.24 2.47 -2.16 -0.057
C -1.44 0.77 1.76 0.490
N -0.29 0.67 1.12 0.637
C 0.48 1.77 1.53 0.464
C 1.71 2.25 1.09 -0.011
C 2.19 3.39 1.70 -1.124
C 1.48 4.05 2.71 -0.785
C 0.24 3.60 3.13 -1.132
C -0.24 2.46 2.51 0.516
N -1.46 1.80 2.62 0.053
H -2.53 -1.05 2.03 0.344
H -3.54 0.33 1.62 0.537
H -2.90 -1.43 -0.11 -0.056
H -3.87 0.97 -0.52 0.552
H -3.50 -0.20 -1.78 0.490
H 2.06 1.60 -2.12 0.330
H 2.65 3.68 -3.29 0.484
H 0.94 5.28 -4.00 0.430
H -1.46 4.87 -3.55 0.481
H -3.15 2.89 -2.32 0.264
H 2.26 1.77 0.29 0.167
H 3.14 3.80 1.37 0.534
H 1.89 4.95 3.15 0.480
H -0.32 4.13 3.88 0.568
H -2.23 2.06 3.21 0.280
C 1.52 0.96 6.20 -0.514
C 2.49 1.39 5.30 -0.731
C 2.60 0.79 4.07 -0.305
C 1.72 -0.24 3.75 0.458
C 0.75 -0.69 4.65 -0.241
C 0.65 -0.07 5.88 -0.806
N 1.76 -0.91 2.51 0.189
N 2.54 -0.65 1.64 -0.020
C 2.78 -0.88 0.31 0.078
C 4.15 -1.09 0.06 -0.557
C 4.61 -1.23 -1.23 -0.896
C 3.68 -1.09 -2.26 -0.823
C 2.34 -0.87 -2.00 -0.079
C 1.78 -0.76 -0.72 -0.026
H 1.45 1.43 7.18 0.455
H 3.18 2.18 5.58 0.465
H 3.36 1.10 3.36 0.553
H 0.11 -1.52 4.38 0.537
H -0.08 -0.41 6.60 0.468
H 4.83 -1.14 0.90 0.531
H 5.65 -1.41 -1.43 0.474
H 4.02 -1.15 -3.29 0.512
H 1.70 -0.73 -2.87 0.420
N 0.06 -2.46 0.71 -0.864
C -0.95 -3.56 0.83 -0.821
C -1.22 -4.31 -0.46 -0.984
C -2.20 -3.64 -1.44 -0.386
C -1.60 -2.76 -2.52 -1.049
N -0.39 -1.96 -2.13 -1.123
H 0.92 -2.89 0.37 0.417
H 0.31 -2.16 1.65 0.182
H -1.87 -3.13 1.22 0.346
H -0.58 -4.26 1.58 0.564
H -1.66 -5.27 -0.16 0.386
H -0.28 -4.58 -0.95 0.429
H -2.96 -3.11 -0.86 0.252
H -2.76 -4.42 -1.96 0.516
H -2.34 -2.06 -2.90 0.335
H -1.30 -3.37 -3.37 0.562
H -0.19 -1.36 -2.92 0.352
H 0.41 -2.60 -2.10 0.432
```

Calculated values
- Expectation value of S²: 0.77
- Kohn-Sham gap (alpha / beta): 0.259 / 0.216 Eh
- ΔE to the lowest compared entry with this formula, charge and spin: 0.0 kJ/mol
- Charge: +3
- Multiplicity: 2


[3]
Here is a structure of composition C32H36MnN4OP in a non-equilibrium geometry from the Open Molecules 2025 dataset. Energies are from wB97M-V/def2-TZVPD.

```
75
Properties=species:S:1:pos:R:3:mulliken_charge:R:1
Mn -0.57 -0.16 -0.06 0.201
C -0.47 0.98 2.80 -2.101
C 0.78 1.59 2.12 -0.962
C 1.58 1.98 -0.27 -0.151
C 2.21 3.08 -1.15 -0.064
C 2.54 2.55 -2.49 -1.038
C 2.67 1.19 -2.61 -1.610
C 1.74 0.42 -1.94 0.303
N 1.17 0.75 -0.83 0.330
N -1.20 -0.07 2.02 1.389
C -2.64 0.17 1.95 -1.318
C -3.23 -0.58 0.72 0.445
C -4.53 -1.06 0.67 -0.950
C -5.11 -1.41 -0.54 -0.491
C -4.38 -1.10 -1.70 -0.959
C -3.12 -0.57 -1.52 -0.838
N -2.53 -0.33 -0.35 0.983
C -0.96 -1.39 2.53 -1.427
C 0.38 -1.87 2.17 0.713
C 1.04 -2.77 2.99 -0.762
C 2.22 -3.35 2.58 -0.733
C 2.84 -2.77 1.41 -0.779
C 2.05 -1.90 0.61 -0.867
N 0.82 -1.40 0.97 1.340
H -1.11 1.80 3.02 0.455
H -0.20 0.68 3.80 0.466
H 1.53 0.81 1.99 0.424
H 1.13 2.34 2.90 0.794
H 1.90 4.09 -1.02 0.654
H 2.78 3.05 -3.34 0.650
H 2.96 0.79 -3.58 0.485
H 1.66 -0.63 -2.20 -0.259
H -2.89 1.16 1.77 0.478
H -3.03 -0.13 2.93 0.700
H -5.13 -1.15 1.65 0.409
H -6.12 -1.80 -0.56 0.496
H -4.68 -1.28 -2.74 0.532
H -2.51 -0.23 -2.31 0.814
H -1.59 -2.08 1.98 0.383
H -1.14 -1.53 3.61 0.575
H 0.53 -3.04 3.88 0.561
H 2.69 -4.20 3.12 0.436
H 3.74 -3.18 1.04 0.490
H 2.45 -1.52 -0.32 0.210
C 2.73 4.05 1.96 -0.836
C 3.41 3.18 1.23 -1.175
C 3.01 2.50 -0.02 0.245
C 0.50 2.31 0.80 4.695
C -0.81 1.85 0.04 0.111
C -1.69 2.64 -0.62 -0.220
C -1.60 4.02 -0.45 -1.248
C -0.73 4.44 0.47 -0.858
C 0.40 3.78 1.03 -0.925
C 1.40 4.57 1.55 -0.559
H 3.35 4.55 2.79 0.416
H 4.33 2.83 1.68 0.437
H 3.66 1.82 -0.58 0.733
H -2.48 2.12 -1.19 0.436
H -2.27 4.81 -0.69 0.460
H -0.87 5.48 0.78 0.440
H 1.18 5.64 1.63 0.511
C 0.21 -3.96 -1.13 -1.101
P -0.06 -2.73 -2.42 0.942
C 1.41 -2.92 -3.42 -1.376
C -1.48 -3.32 -3.39 -1.153
O -0.20 -1.35 -1.68 -0.706
H 0.66 -4.93 -1.54 0.483
H -0.72 -4.33 -0.63 0.379
H 0.80 -3.64 -0.30 0.111
H 1.19 -3.75 -4.11 0.490
H 2.24 -3.27 -2.83 0.403
H 1.50 -1.93 -3.99 0.351
H -1.51 -4.37 -3.10 0.446
H -1.41 -3.12 -4.49 0.395
H -2.43 -2.94 -3.07 0.264
```

Calculated values
- Expectation value of S²: 3.84
- Kohn-Sham gap (alpha / beta): 0.287 / 0.223 Eh
- Charge: +3
- Multiplicity: 4


[4]
Here is a structure of composition C32H36N5Pt in a non-equilibrium geometry from the Open Molecules 2025 dataset. Energies are from wB97M-V/def2-TZVPD.

```
74
Properties=species:S:1:pos:R:3:mulliken_charge:R:1
Pt 0.63 -0.57 -0.86 1.144
C 3.37 3.00 -0.77 -1.007
C 2.09 3.58 -1.29 0.759
C 2.08 4.72 -2.08 -0.993
C 0.89 5.22 -2.60 -0.929
C -0.30 4.58 -2.33 -0.878
C -0.33 3.44 -1.53 1.392
C -1.64 2.76 -1.20 -0.874
C 0.86 2.97 -1.00 -1.021
N 0.87 1.81 -0.18 0.394
C 0.88 1.83 1.08 0.641
C 0.73 3.08 1.89 -1.819
C 1.12 0.53 1.80 1.326
C 1.15 0.51 3.29 -1.736
N 1.30 -0.53 1.10 0.430
C 2.02 -1.64 1.66 -0.910
C 1.39 -2.85 1.95 0.902
C -0.07 -3.06 1.70 -0.493
C 2.15 -3.87 2.52 -1.039
C 3.50 -3.70 2.77 -0.930
C 4.12 -2.50 2.44 -0.903
C 3.39 -1.46 1.88 1.136
C 4.09 -0.18 1.48 -1.086
H 4.23 3.54 -1.16 0.516
H 3.47 1.95 -1.07 0.144
H 3.43 3.04 0.33 0.208
H 3.02 5.21 -2.31 0.432
H 0.90 6.11 -3.22 0.416
H -1.23 4.96 -2.74 0.475
H -2.37 2.95 -1.98 0.575
H -2.05 3.12 -0.26 0.379
H -1.50 1.68 -1.10 -0.375
H 0.51 3.93 1.24 0.444
H 1.64 3.30 2.46 0.390
H -0.09 2.98 2.61 0.423
H 0.19 0.88 3.66 0.429
H 1.92 1.16 3.70 0.360
H 1.31 -0.50 3.66 0.427
H -0.69 -2.43 2.36 0.363
H -0.35 -4.09 1.87 0.509
H -0.31 -2.79 0.67 -0.385
H 1.67 -4.81 2.77 0.464
H 4.08 -4.50 3.20 0.413
H 5.18 -2.37 2.61 0.465
H 5.17 -0.32 1.49 0.526
H 3.87 0.65 2.17 0.268
H 3.80 0.14 0.48 0.045
C -1.95 -2.88 -1.51 -1.789
C -2.30 -1.40 -1.24 3.297
C -2.50 -0.73 -2.62 -1.676
C -1.19 -0.79 -0.46 -2.103
C -3.54 -1.25 -0.34 -0.432
C -4.40 -0.16 -0.47 -0.229
C -5.45 0.04 0.41 -0.915
C -5.67 -0.86 1.45 -0.439
C -4.83 -1.95 1.59 -0.930
C -3.77 -2.14 0.71 -0.171
H -1.07 -2.94 -2.15 0.263
H -2.80 -3.33 -2.03 0.501
H -1.75 -3.46 -0.61 0.455
H -1.63 -0.90 -3.24 0.334
H -2.65 0.35 -2.54 0.302
H -3.38 -1.17 -3.09 0.479
H -1.35 -0.69 0.62 1.103
H -4.26 0.55 -1.28 0.393
H -6.10 0.89 0.28 0.416
H -6.48 -0.70 2.15 0.420
H -4.99 -2.66 2.39 0.411
H -3.13 -3.00 0.85 0.348
N 0.58 -0.81 -2.81 -0.678
C 0.89 -1.53 -3.70 0.849
N 1.19 -2.13 -4.73 -0.619
C 1.19 -3.37 -5.18 0.448
N 1.22 -4.44 -5.61 -0.453
```

Calculated values
- Kohn-Sham gap: 0.230 Eh
- ΔE to the lowest compared entry with this formula, charge and spin: 174.3 kJ/mol
- Charge: +1


[5]
Here is a structure of composition C32H37AsNO2PS2Se2Si2W in a non-equilibrium geometry from the Open Molecules 2025 dataset. Energies are from wB97M-V/def2-TZVPD.

```
81
Properties=species:S:1:pos:R:3:mulliken_charge:R:1
W -0.11 -0.07 -0.12 0.372
Se 0.32 0.69 2.04 -0.233
P -2.67 1.80 1.13 0.306
Se -1.26 1.07 -1.77 -0.296
C -3.87 1.87 2.49 0.363
C -4.36 3.03 3.10 -0.673
C -5.36 2.97 4.05 -0.632
C -5.91 1.75 4.41 -0.611
C -5.45 0.58 3.82 -0.367
C -4.45 0.65 2.86 -0.249
C -1.97 3.48 1.15 0.625
C -1.24 3.99 2.22 -0.262
C -0.70 5.26 2.17 -0.756
C -0.89 6.06 1.05 -0.457
C -1.63 5.57 -0.02 -0.588
C -2.16 4.29 0.03 -0.561
H -3.95 4.00 2.82 0.348
H -5.72 3.89 4.50 0.390
H -6.69 1.70 5.16 0.361
H -5.87 -0.38 4.09 0.393
H -4.09 -0.26 2.39 0.075
H -1.08 3.38 3.10 0.453
H -0.13 5.64 3.01 0.409
H -0.47 7.05 1.01 0.394
H -1.79 6.19 -0.90 0.402
H -2.73 3.91 -0.81 0.432
O -0.15 -1.82 -1.56 -0.588
C 1.09 -1.66 -1.61 0.611
O 1.52 -0.47 -1.30 -0.480
C 2.07 -2.76 -1.60 -0.056
C 2.78 -3.29 -2.65 -0.485
C 3.68 -4.32 -2.40 -0.579
C 3.83 -4.79 -1.10 -0.589
C 3.12 -4.23 -0.05 -0.706
C 2.22 -3.19 -0.27 0.416
S 1.37 -2.39 1.07 -0.079
H 2.64 -2.91 -3.65 0.484
H 4.25 -4.76 -3.21 0.402
H 4.52 -5.59 -0.90 0.386
H 3.27 -4.59 0.96 0.465
C -1.49 -4.63 2.70 -1.025
Si -1.56 -2.80 3.11 0.605
C -0.10 -2.30 4.15 -1.030
C -3.09 -2.35 4.09 -1.000
As -1.64 -1.75 0.98 0.664
Si -3.29 -2.78 -0.36 0.443
C -3.84 -1.58 -1.68 -0.883
C -2.59 -4.33 -1.14 -1.019
C -4.76 -3.18 0.74 -1.012
H -1.18 -5.17 3.60 0.428
H -0.74 -4.81 1.93 0.242
H -2.44 -5.04 2.36 0.300
H -0.29 -2.63 5.18 0.428
H 0.04 -1.22 4.16 0.245
H 0.83 -2.75 3.80 0.292
H -3.06 -2.94 5.02 0.435
H -4.04 -2.56 3.59 0.263
H -3.08 -1.30 4.37 0.227
H -3.00 -1.24 -2.27 0.090
H -4.32 -0.70 -1.24 0.275
H -4.56 -2.08 -2.34 0.408
H -1.75 -4.07 -1.78 0.241
H -3.36 -4.81 -1.75 0.366
H -2.24 -5.05 -0.40 0.310
H -5.24 -2.28 1.11 0.235
H -4.51 -3.81 1.60 0.257
H -5.49 -3.73 0.14 0.406
S 2.48 4.37 -1.49 -0.306
C 1.21 3.25 -1.15 -0.200
N 1.55 2.18 -0.52 0.507
C 2.92 2.16 -0.28 -0.354
C 3.62 1.13 0.36 -0.170
C 4.99 1.26 0.49 -0.843
C 5.67 2.39 0.01 -0.473
C 4.98 3.41 -0.61 -0.465
C 3.60 3.28 -0.75 0.588
H 0.19 3.45 -1.44 0.254
H 3.10 0.26 0.73 0.244
H 5.55 0.47 0.98 0.413
H 6.74 2.45 0.12 0.377
H 5.50 4.28 -0.98 0.394
```

Calculated values
- Expectation value of S²: 2.03
- Kohn-Sham gap (alpha / beta): 0.205 / 0.212 Eh
- ΔE to the lowest compared entry with this formula, charge and spin: 194.2 kJ/mol
- Multiplicity: 3


no.,total energy (a.u.)
1,-5547.56789
2,-1837.31681
3,-3026.53155
4,-1633.74027
5,-10269.34152